This record from OMol25 describes a structure of composition C2H2O2Sr. The level of theory is ωB97M-V/def2-TZVPD.

Each line ends with the Löwdin charge.
CARTESIAN COORDINATES (ANGSTROEM)
O -1.58082 0.77994 -0.47647  -0.179
C -0.33475 0.86431 -0.29494  -0.386
C 0.55952 0.06059 0.22482  -0.496
O 1.69972 -0.57136 -0.23840  -0.582
Sr 2.77586 1.19166 0.46422  1.489
H -1.19744 -1.38260 0.30610  0.064
H -1.92210 -0.94256 0.01467  0.089

Cartesian forces, eV/Å:
O 2.90 2.61 -0.04
C -4.73 -1.93 -0.99
C 3.52 -0.89 0.37
O -0.94 1.36 0.41
Sr -0.91 -0.54 -0.08
H -2.39 1.00 -0.76
H 2.55 -1.60 1.08

Its highest occupied orbital energy (spin up / spin down) is -6.40 / -6.40 eV. As for the LUMO energy (spin up / spin down): -1.81 / -1.81 eV. The energy above the lowest of the compared OMol25 structures with the same formula, charge and spin is 388.3 kJ/mol. For the orbital gap (spin up / spin down), the calculation gives 4.590 / 4.590 eV. For the max |F|, the calculation gives 5.2 eV/A.